[1]
Density functional theory data (ωB97M-V/def2-TZVPD) for C36H52BiCl3N6O4Se2Si2 as an isolated structure.

Geometry (Å):
1 Bi -0.049 -0.070 -0.067
2 O -2.081 6.150 0.227
3 C -3.187 5.248 0.126
4 C -2.710 3.798 0.007
5 C -4.012 2.998 -0.114
6 O -3.836 1.628 -0.258
7 C -1.871 3.506 1.306
8 Se -1.083 1.733 1.774
9 C -1.843 3.676 -1.283
10 Se -1.088 1.922 -1.901
11 H -2.449 7.034 0.297
12 H -3.787 5.506 -0.758
13 H -3.822 5.353 1.018
14 H -4.553 3.373 -1.001
15 H -4.624 3.198 0.787
16 H -4.707 1.226 -0.332
17 H -2.497 3.753 2.170
18 H -1.021 4.182 1.303
19 H -0.979 4.332 -1.194
20 H -2.451 4.041 -2.117
21 C 6.335 -1.455 5.024
22 C 5.546 -2.118 3.902
23 N 4.389 -2.860 4.376
24 C 4.630 -4.100 5.098
25 C 4.318 -3.983 6.584
26 C 3.095 -2.572 4.050
27 O 2.184 -3.353 4.283
28 C 2.798 -1.251 3.406
29 C 3.101 -0.073 4.068
30 C 2.761 1.126 3.479
31 C 2.132 1.093 2.250
32 N 1.827 -0.028 1.588
33 C 2.132 -1.183 2.171
34 H 7.153 -0.863 4.610
35 H 6.769 -2.198 5.696
36 H 5.699 -0.797 5.617
37 H 6.192 -2.819 3.362
38 H 5.238 -1.370 3.176
39 H 5.672 -4.395 4.955
40 H 4.010 -4.885 4.661
41 H 4.923 -3.206 7.054
42 H 4.522 -4.929 7.091
43 H 3.269 -3.733 6.740
44 H 3.567 -0.094 5.048
45 H 2.968 2.071 3.964
46 H 1.849 2.011 1.748
47 H 1.788 -2.118 1.657
48 O -2.071 -0.114 -0.044
49 Cl -3.887 -2.510 -3.548
50 C -2.122 -2.578 -3.756
51 Cl -1.646 -1.538 -5.113
52 Cl -1.641 -4.249 -4.115
53 C -1.466 -2.075 -2.560
54 N -0.994 -1.531 -1.668
55 C 1.528 -3.725 1.159
56 Si -0.405 -3.598 1.175
57 C -0.950 -4.268 -0.482
58 C -0.997 -4.800 2.506
59 C -0.946 -1.756 1.563
60 Si -2.896 -1.430 1.700
61 C -3.196 0.384 2.271
62 C -3.684 -2.520 3.051
63 C -3.896 -1.733 0.088
64 H 1.818 -4.765 0.957
65 H 1.917 -3.453 2.118
66 H 1.951 -3.097 0.371
67 H -0.535 -5.274 -0.607
68 H -0.578 -3.639 -1.269
69 H -2.040 -4.336 -0.533
70 H -0.582 -5.797 2.314
71 H -2.084 -4.881 2.495
72 H -0.660 -4.458 3.486
73 H -0.486 -1.525 2.539
74 H -2.697 0.550 3.224
75 H -4.287 0.561 2.395
76 H -2.789 1.099 1.477
77 H -3.162 -2.377 4.000
78 H -3.655 -3.577 2.772
79 H -4.735 -2.234 3.175
80 H -3.516 -1.109 -0.710
81 H -4.954 -1.486 0.268
82 H -3.846 -2.790 -0.211
83 N 6.302 0.317 -4.300
84 C 7.034 0.232 -5.459
85 C 8.372 0.431 -5.739
86 C 8.777 0.251 -7.067
87 C 7.866 -0.113 -8.056
88 C 6.518 -0.311 -7.764
89 C 6.085 -0.139 -6.447
90 N 4.840 -0.270 -5.907
91 C 4.970 0.008 -4.596
92 C 3.940 -0.001 -3.635
93 C 4.153 0.305 -2.260
94 C 3.092 0.271 -1.393
95 N 1.821 -0.038 -1.739
96 C 1.625 -0.327 -3.059
97 C 2.606 -0.325 -4.009
98 H 6.663 0.560 -3.398
99 H 9.082 0.714 -4.970
100 H 9.819 0.397 -7.330
101 H 8.212 -0.244 -9.075
102 H 5.811 -0.594 -8.534
103 H 5.130 0.566 -1.869
104 H 3.239 0.502 -0.345
105 H 0.606 -0.567 -3.332
106 H 2.368 -0.566 -5.036

Forces on the atoms, in the same order (eV/Å):
-4.093 0.553 2.288
-0.043 0.141 -0.003
0.081 0.037 -0.018
0.979 -0.864 0.019
-0.388 0.328 0.092
-0.165 0.269 -0.363
-0.183 -0.149 -0.652
4.784 3.258 0.886
-0.002 -0.241 0.250
0.111 1.248 -1.240
0.054 -0.002 0.000
-0.007 -0.038 -0.014
0.005 -0.069 -0.031
-0.043 0.327 0.108
-0.009 0.205 -0.055
0.105 -0.196 0.071
-0.001 -0.071 0.021
-0.180 0.121 -0.025
-0.129 0.107 0.113
0.031 -0.034 -0.045
0.089 -0.043 0.036
0.053 -0.058 0.007
0.269 0.067 0.033
-0.138 -0.138 0.067
0.027 0.012 0.128
-0.714 0.170 -0.350
0.329 -0.115 0.355
0.056 -0.227 -0.243
0.046 0.140 0.058
0.085 -0.031 0.256
-0.105 0.596 -0.653
1.893 0.149 1.983
-0.326 -0.403 0.168
0.011 0.004 -0.002
-0.017 -0.006 0.006
-0.013 0.007 -0.048
0.067 0.004 0.008
-0.187 -0.033 0.056
0.047 0.136 -0.056
-0.039 0.045 -0.019
0.032 -0.011 -0.018
-0.010 -0.006 0.003
-0.011 -0.026 -0.099
0.053 -0.038 -0.015
-0.086 0.022 -0.008
-0.047 0.003 0.028
0.670 2.725 0.929
0.457 -0.655 -1.241
-0.311 -0.089 -0.100
0.075 0.444 0.632
0.025 0.112 -0.099
0.048 -0.223 0.064
-0.745 -0.363 -1.885
0.177 -0.290 0.061
-0.830 -1.898 -0.978
-0.301 2.575 1.098
-0.020 -0.706 0.354
0.330 -0.446 -0.294
0.005 -2.597 0.123
2.024 2.408 -2.371
-2.229 -0.945 -0.106
-0.076 -0.121 -0.091
-0.890 -1.182 0.751
-0.044 -0.011 -0.065
0.162 -0.864 0.265
0.055 -0.248 -0.139
-0.047 -0.067 -0.033
0.146 -0.169 -0.149
0.026 0.103 -0.122
-0.015 -0.088 0.142
0.033 0.047 0.067
-0.070 -0.006 0.005
0.039 -0.161 0.158
-0.297 0.169 0.165
-0.116 -0.247 0.224
-2.266 -2.125 1.421
-0.028 -0.100 0.035
-0.029 -0.030 0.137
0.021 0.029 0.047
0.081 0.052 0.120
-0.175 -0.211 0.046
-0.217 -0.106 -0.053
-0.749 -0.159 -0.052
-0.642 -0.150 -0.157
0.407 -0.029 -0.543
0.025 0.130 0.664
-0.567 -0.117 -0.046
0.221 0.030 -0.043
0.805 0.154 -0.007
-0.420 0.250 1.781
2.347 -0.120 -2.966
-2.372 -0.042 2.112
0.269 -0.271 -1.599
-1.402 -0.233 0.214
2.991 -0.019 -3.262
-0.339 0.277 1.690
1.610 0.238 -0.143
-0.052 0.022 0.110
-0.023 -0.008 -0.032
-0.048 0.000 0.043
-0.016 0.009 0.056
0.013 0.010 0.023
0.005 0.000 -0.073
-0.043 0.024 0.024
-0.061 0.093 0.029
0.100 0.042 -0.026

Its relative energy (zero: lowest compared OMol25 entry of this formula, charge and spin) is 1093.54 kJ/mol. Its largest force on an atom is 5.856 eV/Å. Its total charge is -2. For the molecular weight, the calculation gives 1162.3 g mol⁻¹.

These are the Löwdin partial charges, in e, on atoms 1 to 8: 1.2881, -0.0749, -0.2491, -0.5199, -0.2552, -0.1146, -0.4243, 0.6462

[2]
Density functional theory data (ωB97M-V/def2-TZVPD) for C36H53BN7S3SiV as an isolated structure.

Geometry (Å):
1 V -1.544 -1.487 1.681
2 C 1.982 0.766 4.508
3 C 2.071 0.710 3.028
4 C 2.997 1.386 2.290
5 C 3.027 1.201 0.882
6 N 2.065 0.562 0.268
7 N 1.089 -0.017 0.960
8 B -0.103 -0.678 0.210
9 N -0.903 0.283 -0.706
10 N -0.297 1.196 -1.443
11 C -0.993 1.973 -2.237
12 C -2.411 1.979 -2.176
13 C -3.058 1.024 -1.439
14 C -4.529 0.982 -1.240
15 C -2.236 0.071 -0.781
16 S -2.888 -1.354 -0.106
17 C -0.286 2.855 -3.238
18 C -0.791 2.473 -4.640
19 C -0.609 4.326 -2.946
20 C 1.224 2.656 -3.184
21 N 0.360 -1.887 -0.659
22 N 0.958 -1.574 -1.798
23 C 1.403 -2.507 -2.607
24 C 1.249 -3.877 -2.283
25 C 0.590 -4.228 -1.133
26 C 0.322 -5.635 -0.745
27 C 0.129 -3.167 -0.302
28 S -0.713 -3.533 1.128
29 C 2.050 -2.051 -3.898
30 C 0.992 -1.276 -4.693
31 C 2.592 -3.202 -4.744
32 C 3.204 -1.106 -3.557
33 C 1.127 -0.079 2.312
34 S 0.117 -1.118 3.196
35 C 4.203 1.762 0.118
36 C 5.498 1.232 0.753
37 C 4.193 1.335 -1.342
38 C 4.147 3.292 0.209
39 H 2.802 1.340 4.926
40 H 1.993 -0.244 4.915
41 H 1.038 1.230 4.793
42 H 3.723 2.017 2.775
43 H -2.976 2.730 -2.705
44 H -5.038 1.626 -1.947
45 H -4.762 1.334 -0.235
46 H -4.894 -0.037 -1.335
47 H -1.859 2.639 -4.755
48 H -0.581 1.427 -4.852
49 H -0.271 3.077 -5.378
50 H -1.665 4.547 -3.065
51 H -0.052 4.952 -3.636
52 H -0.315 4.586 -1.933
53 H 1.475 1.615 -3.364
54 H 1.607 2.955 -2.213
55 H 1.695 3.264 -3.951
56 H 1.618 -4.643 -2.947
57 H 0.719 -6.326 -1.484
58 H -0.753 -5.791 -0.655
59 H 0.764 -5.855 0.227
60 H 0.173 -1.928 -4.987
61 H 1.449 -0.866 -5.589
62 H 0.600 -0.465 -4.085
63 H 1.802 -3.870 -5.080
64 H 3.346 -3.771 -4.206
65 H 3.065 -2.783 -5.628
66 H 2.829 -0.263 -2.989
67 H 3.658 -0.747 -4.476
68 H 3.965 -1.622 -2.976
69 H 5.504 0.145 0.753
70 H 5.640 1.579 1.772
71 H 6.344 1.573 0.165
72 H 4.336 0.263 -1.417
73 H 5.009 1.821 -1.868
74 H 3.262 1.610 -1.817
75 H 4.225 3.642 1.235
76 H 3.216 3.663 -0.212
77 H 4.973 3.712 -0.357
78 C -1.908 1.921 1.938
79 Si -2.971 0.905 3.169
80 C -2.409 1.551 4.879
81 C -4.823 1.147 2.763
82 N -2.628 -0.857 3.001
83 C -3.156 -1.729 3.886
84 C -2.807 -3.103 3.813
85 C -3.334 -4.024 4.687
86 C -4.229 -3.633 5.677
87 C -4.579 -2.293 5.779
88 C -4.062 -1.363 4.907
89 H -1.952 2.954 2.272
90 H -2.281 1.911 0.920
91 H -0.857 1.647 1.924
92 H -2.424 2.637 4.860
93 H -1.395 1.240 5.118
94 H -3.033 1.239 5.708
95 H -5.009 2.164 2.433
96 H -5.447 0.977 3.634
97 H -5.174 0.466 1.990
98 H -2.109 -3.447 3.060
99 H -3.043 -5.059 4.602
100 H -4.645 -4.361 6.352
101 H -5.259 -1.972 6.551
102 H -4.360 -0.336 5.017

Forces on the atoms, in the same order (eV/Å):
-0.727 -1.221 1.575
0.066 0.008 0.111
0.121 0.209 -0.477
-0.519 -0.471 -0.026
-0.100 -0.045 0.301
0.489 0.233 -0.883
-0.021 0.049 1.279
0.189 0.462 0.011
-1.273 0.040 -0.276
0.755 0.375 -0.234
-0.431 -0.084 0.048
0.181 -0.489 0.346
0.506 0.091 -0.019
-0.125 -0.052 -0.114
0.695 0.859 -0.593
-0.407 -0.124 -0.451
0.199 0.189 -0.065
0.080 0.004 0.189
0.031 -0.183 0.034
-0.294 0.021 0.033
-0.002 -1.280 -0.129
0.137 0.617 -0.225
-0.043 -0.619 0.116
-0.257 0.364 0.420
0.065 0.435 -0.051
-0.047 -0.158 0.058
0.510 0.437 -0.886
-0.509 -0.604 0.685
0.073 0.285 -0.174
0.092 -0.128 0.108
-0.149 0.125 0.198
-0.209 -0.116 -0.008
0.722 0.074 -0.519
0.365 0.570 0.062
0.155 0.065 -0.243
-0.161 0.044 -0.055
-0.074 0.064 0.254
-0.014 -0.188 -0.020
0.064 0.021 0.071
0.063 0.036 0.182
-0.035 -0.007 0.133
0.104 0.054 0.047
-0.051 0.075 -0.103
-0.082 0.028 -0.117
-0.058 -0.062 0.076
-0.213 0.008 -0.037
-0.130 0.048 -0.038
0.015 -0.134 -0.063
0.011 0.081 -0.102
-0.159 0.071 -0.041
0.016 0.128 -0.084
0.056 0.090 0.128
0.142 -0.149 0.046
0.138 -0.018 0.116
0.060 0.083 -0.065
0.024 -0.037 -0.045
0.017 -0.028 0.002
-0.032 -0.102 0.002
0.022 -0.075 0.015
-0.137 -0.040 -0.071
-0.006 0.080 -0.135
-0.074 0.124 -0.005
-0.083 -0.139 -0.055
0.098 -0.115 0.022
0.031 -0.002 -0.077
0.037 0.134 0.092
0.088 0.075 -0.097
0.140 -0.011 0.094
0.041 -0.130 0.019
0.058 0.060 0.170
0.120 0.059 -0.038
-0.051 -0.182 -0.079
0.136 0.082 -0.055
-0.155 -0.037 -0.153
0.024 0.101 0.138
-0.108 0.110 -0.075
0.109 0.112 -0.036
-0.423 -0.730 0.243
-0.068 1.327 0.182
-0.379 -0.448 -0.614
0.791 -0.161 0.284
0.680 1.359 -1.846
-1.247 -2.286 1.958
-0.098 0.959 -0.012
-0.212 -0.233 0.208
0.097 0.199 -0.193
0.028 -0.472 0.073
0.533 0.112 -0.663
-0.083 0.160 0.178
-0.071 0.028 -0.125
0.176 -0.029 0.020
-0.012 0.197 -0.109
0.175 -0.103 -0.106
-0.141 -0.085 0.081
0.052 0.216 -0.077
-0.085 -0.012 0.160
0.098 -0.115 -0.120
0.064 -0.141 0.111
0.023 -0.121 -0.005
-0.011 -0.081 0.104
-0.118 0.049 0.092
-0.077 0.162 0.017

Its relative energy (zero: lowest compared OMol25 entry of this formula, charge and spin) is 134.08 kJ/mol. Its largest force on an atom is 3.257 eV/Å. Its total charge is +2. For the molecular weight, the calculation gives 769.9 g mol⁻¹.

These are the Löwdin partial charges, in e, on atoms 1 to 8: 0.2805, -0.0451, -0.2325, 0.0960, -0.1796, 0.2012, 0.0160, -0.5776

[3]
Density functional theory data (ωB97M-V/def2-TZVPD) for C36H53BaN7O2PS2 as an isolated structure.

Geometry (Å):
1 Ba -0.831 -3.029 0.875
2 N -5.151 -3.376 3.465
3 C -3.809 -3.062 3.300
4 S -3.459 -1.799 2.146
5 N -2.989 -3.774 4.008
6 N -1.673 -3.381 3.946
7 C -0.803 -4.314 3.969
8 C -1.077 -5.765 3.831
9 C -1.216 -6.648 4.884
10 C -1.495 -7.992 4.651
11 C -1.636 -8.426 3.338
12 C -1.499 -7.551 2.273
13 C -1.212 -6.191 2.485
14 O -1.066 -5.326 1.516
15 H -5.711 -3.177 2.654
16 H -5.294 -4.292 3.865
17 H 0.235 -3.971 3.929
18 H -1.120 -6.282 5.900
19 H -1.607 -8.682 5.477
20 H -1.858 -9.470 3.141
21 H -1.609 -7.894 1.251
22 C 4.275 -1.269 -3.721
23 C 3.630 -2.646 -3.600
24 N 2.204 -2.606 -3.364
25 C 1.653 -2.335 -2.138
26 S -0.083 -2.212 -2.107
27 N 2.493 -2.191 -1.151
28 N 1.920 -2.130 0.104
29 C 2.469 -1.333 0.937
30 C 3.601 -0.396 0.632
31 C 1.902 -1.229 2.316
32 C 2.729 -1.092 3.421
33 C 2.160 -0.883 4.669
34 C 0.787 -0.780 4.772
35 C 0.028 -0.936 3.619
36 N 0.569 -1.172 2.426
37 H 5.356 -1.355 -3.856
38 H 4.083 -0.697 -2.814
39 H 3.867 -0.720 -4.573
40 H 4.087 -3.190 -2.773
41 H 3.801 -3.224 -4.511
42 H 1.571 -2.523 -4.139
43 H 3.201 0.620 0.655
44 H 4.019 -0.612 -0.348
45 H 4.388 -0.459 1.385
46 H 3.803 -1.151 3.307
47 H 2.789 -0.793 5.546
48 H 0.297 -0.605 5.719
49 H -1.053 -0.889 3.648
50 O 0.686 1.364 0.716
51 P 0.225 1.931 -0.591
52 C 0.186 3.765 -0.376
53 C -0.388 4.682 -1.462
54 C -0.395 6.124 -0.955
55 C -1.380 6.295 0.218
56 C -1.675 4.960 0.908
57 C -0.415 4.109 1.021
58 C 1.461 1.401 -1.852
59 C 1.106 1.232 -3.335
60 C 1.289 2.490 -4.178
61 C 2.694 3.061 -4.008
62 C 2.989 3.351 -2.539
63 C 2.818 2.102 -1.675
64 C -1.367 1.213 -1.127
65 C -2.011 1.798 -2.411
66 C -3.347 2.483 -2.126
67 C -4.357 1.493 -1.546
68 C -3.703 0.557 -0.512
69 C -2.381 1.110 0.024
70 H 1.259 3.980 -0.318
71 H -1.406 4.399 -1.725
72 H 0.200 4.610 -2.377
73 H -0.646 6.811 -1.766
74 H 0.620 6.381 -0.634
75 H -2.314 6.740 -0.135
76 H -0.961 6.993 0.947
77 H -2.436 4.412 0.347
78 H -2.100 5.134 1.898
79 H -0.601 3.197 1.586
80 H 0.328 4.669 1.597
81 H 1.570 0.382 -1.454
82 H 0.106 0.815 -3.446
83 H 1.783 0.466 -3.727
84 H 0.555 3.251 -3.897
85 H 1.101 2.254 -5.228
86 H 2.814 3.968 -4.606
87 H 3.422 2.332 -4.383
88 H 2.323 4.147 -2.194
89 H 4.008 3.730 -2.425
90 H 2.985 2.338 -0.621
91 H 3.601 1.389 -1.956
92 H -1.043 0.186 -1.349
93 H -2.189 0.980 -3.115
94 H -1.338 2.487 -2.922
95 H -3.738 2.939 -3.040
96 H -3.199 3.299 -1.416
97 H -4.786 0.900 -2.358
98 H -5.186 2.043 -1.093
99 H -3.495 -0.414 -0.971
100 H -4.379 0.352 0.318
101 H -2.012 0.435 0.796
102 H -2.545 2.078 0.507

Forces on the atoms, in the same order (eV/Å):
-0.128 0.261 -0.127
-0.031 0.034 0.014
0.172 -0.151 -0.083
-0.059 0.074 0.011
-0.087 -0.025 -0.061
0.169 0.161 0.055
-0.056 -0.018 -0.031
-0.034 0.101 -0.128
0.009 -0.071 0.040
0.005 0.034 0.006
-0.003 -0.009 0.012
0.022 -0.040 -0.075
0.031 -0.015 0.078
0.008 -0.490 -0.035
-0.017 0.022 -0.002
0.013 0.009 0.008
-0.005 -0.006 0.140
-0.001 0.010 -0.004
-0.003 0.000 0.001
0.002 0.002 -0.009
-0.002 -0.002 0.008
-0.014 -0.034 0.004
-0.009 0.022 0.007
0.026 0.113 -0.024
0.044 -0.168 0.240
-0.091 -0.008 -0.197
0.021 -0.021 -0.104
-0.312 0.194 0.196
0.161 -0.009 0.051
0.052 -0.078 -0.036
-0.123 0.194 -0.155
0.052 0.031 0.071
0.050 -0.017 -0.012
-0.051 0.011 -0.020
0.030 0.051 -0.001
0.063 -0.121 0.165
-0.004 0.001 -0.001
0.002 0.017 0.013
-0.004 0.014 -0.006
0.003 -0.008 -0.001
-0.016 -0.004 0.001
-0.014 -0.022 -0.019
0.006 -0.048 0.031
-0.001 0.007 -0.004
0.008 -0.012 -0.027
-0.009 -0.011 0.026
0.001 0.003 -0.003
0.003 0.008 0.002
-0.010 -0.039 -0.004
-0.027 0.075 -0.053
0.048 -0.059 0.052
-0.044 -0.018 0.009
0.041 0.002 0.017
-0.022 -0.004 0.002
0.018 0.008 -0.004
0.015 -0.014 -0.007
-0.014 0.018 -0.013
-0.030 -0.007 0.003
0.005 0.012 0.011
0.006 -0.017 0.010
-0.014 0.016 0.011
-0.019 -0.011 -0.012
-0.025 0.051 -0.017
0.099 0.031 0.012
-0.035 0.033 0.032
0.040 -0.015 -0.017
0.002 -0.014 0.007
0.029 0.011 0.001
-0.118 -0.078 -0.035
0.016 -0.030 0.004
-0.083 -0.061 -0.033
0.008 -0.007 -0.007
0.010 0.005 0.001
0.006 -0.008 -0.001
0.001 -0.005 -0.007
-0.011 0.012 -0.004
-0.029 -0.024 -0.013
0.005 -0.008 0.003
0.013 0.001 0.001
0.012 -0.013 0.001
-0.003 0.013 -0.016
0.011 -0.020 -0.005
0.023 -0.039 -0.006
-0.026 0.010 0.005
-0.005 0.002 0.002
0.007 -0.006 -0.001
0.006 -0.006 -0.004
-0.006 0.005 0.002
-0.003 0.007 0.000
-0.002 0.014 -0.025
0.005 -0.014 0.011
0.009 0.027 -0.015
0.013 -0.010 -0.005
0.020 0.043 -0.008
0.008 -0.004 0.003
0.032 0.060 0.025
-0.016 -0.001 0.009
0.007 0.004 0.004
0.005 -0.006 0.002
-0.010 -0.015 -0.009
0.157 0.089 0.060
-0.008 0.020 0.004

Its relative energy (zero: lowest compared OMol25 entry of this formula, charge and spin) is 45.03 kJ/mol. Its largest force on an atom is 0.491 eV/Å. Its total charge is -1. For the molecular weight, the calculation gives 848.3 g mol⁻¹.

These are the Löwdin partial charges, in e, on atoms 1 to 8: 1.5935, 0.0211, -0.9258, 0.3834, -0.0171, -0.0549, -0.1693, -0.1759